<P>
Computed, not measured: an isolated ion of composition C2H7N4 and charge +1, with wB97M-V/def2-TZVPD.

Structure (XYZ):
```
13
Properties=species:S:1:pos:R:3:lowdin_charge:R:1
H 1.37 2.96 -0.35 0.0713
N 1.40 1.98 -0.34 0.2239
C 0.70 1.01 -0.14 -0.3877
N 1.11 -0.25 0.16 0.0804
C 0.12 -1.26 0.21 -0.1013
N -1.12 -0.45 0.42 0.0514
N -0.87 0.79 -0.26 0.0950
H 2.05 -0.54 0.16 0.1519
H -0.13 -1.74 -0.80 0.1626
H 0.11 -2.08 0.95 0.1558
H -1.79 -0.93 -0.18 0.1841
H -1.58 -0.34 1.30 0.1787
H -1.37 0.83 -1.13 0.1340
```

As for the net charge: +1. The SMILES is [H]/N=C1/NC[NH2+]N1. For the highest occupied orbital energy, the calculation gives -14.21 eV. The value obtained for the HOMO-LUMO gap is 10.405 eV.

=====

<Q>
Computed, not measured: a 2-piece molecular cluster, C2H7N4 overall, with wB97M-V/def2-TZVPD.

Structure (XYZ):
```
13
Properties=species:S:1:pos:R:3:lowdin_charge:R:1
C 1.70 1.27 0.99 0.0723
C 0.62 0.53 0.96 -0.2123
N -2.25 -2.58 -1.95 0.2960
N -1.32 -2.01 -1.74 -0.2197
N -0.50 -1.23 -1.33 0.0683
N -0.65 0.78 0.28 0.1257
H 2.66 0.76 1.46 0.1431
H 1.58 2.27 0.80 0.0483
H 0.62 -0.46 1.41 0.1148
H 0.40 -1.66 -1.38 0.1137
H -1.42 0.36 0.86 0.1775
H -0.71 0.19 -0.69 0.1220
H -0.74 1.78 0.32 0.1504
```

As for the net charge: +1. For the highest occupied orbital energy, the calculation gives -15.08 eV. The value obtained for the HOMO-LUMO gap is 11.489 eV.

=====

<R>
Computed, not measured: an isolated ion of composition C2H7N4 and charge +1, with wB97M-V/def2-TZVPD.

Structure (XYZ):
```
13
Properties=species:S:1:pos:R:3:lowdin_charge:R:1
N -0.41 -0.15 2.11 0.2117
N 0.09 -0.04 0.86 -0.2106
N 1.00 -0.73 0.37 0.1687
C 1.00 -0.58 -1.02 -0.0977
C -0.21 0.41 -1.32 -0.0668
N -0.60 0.75 0.03 0.0687
H -0.09 -0.94 2.69 0.1703
H -0.98 0.53 2.50 0.1179
H 0.90 -1.48 -1.42 0.0795
H 1.83 0.02 -1.50 0.1616
H -0.02 1.43 -1.71 0.1409
H -0.92 -0.11 -1.78 0.0794
H -1.60 0.89 0.20 0.1763
```

As for the net charge: +1. The SMILES is N[N+]1=NCCN1. For the highest occupied orbital energy, the calculation gives -14.93 eV. The value obtained for the HOMO-LUMO gap is 10.161 eV.

=====

<S>
Computed, not measured: a 2-piece molecular cluster, C2H7N4 overall, with wB97M-V/def2-TZVPD.

Structure (XYZ):
```
13
Properties=species:S:1:pos:R:3:lowdin_charge:R:1
C 0.47 1.13 -0.29 -0.5672
C -0.83 -2.27 0.80 -0.1836
N 0.44 0.07 0.53 0.2083
N -0.71 -1.38 -0.16 0.2140
N 0.93 2.22 0.32 0.2027
N -0.04 1.15 -1.51 0.1768
H -0.52 -2.04 1.78 0.0782
H -0.17 -3.19 0.51 0.2090
H -1.67 -3.05 0.87 0.1644
H 0.98 2.11 1.33 0.1310
H 1.16 3.10 -0.03 0.1101
H -0.18 0.25 -1.97 0.1092
H 0.14 1.89 -2.20 0.1471
```

As for the net charge: +1. For the highest occupied orbital energy (alpha / beta), the calculation gives -14.38 / -14.42 eV. The value obtained for the HOMO-LUMO gap (alpha / beta) is 7.040 / 7.382 eV.

=====

The structure with the most favorable energy is <P>; the runner-up is 70.5 kJ/mol above it.

=====

<P>
Computed, not measured: one molecule with the formula C2H6N4O, with wB97M-V/def2-TZVPD.

Structure (XYZ):
```
13
Properties=species:S:1:pos:R:3:lowdin_charge:R:1
H 2.52 1.47 -0.43 0.0656
N 1.99 0.57 -0.17 0.0274
N 0.76 0.84 -0.09 -0.1364
N -0.07 -0.12 0.14 -0.1645
C 0.28 -1.53 0.14 -0.0562
C -1.64 0.21 0.06 -0.5175
N -1.80 1.52 0.20 0.1297
O -2.49 -0.55 -0.24 0.1068
H 1.10 -1.58 0.80 0.0430
H -0.63 -1.82 0.73 0.0999
H 0.59 -1.88 -0.93 0.1279
H -0.91 2.06 0.50 0.1298
H -2.68 2.08 0.04 0.1444
```

The SMILES is [H]/N=N/N(C)C(N)=O. For the highest occupied orbital energy, the calculation gives -9.31 eV. The value obtained for the HOMO-LUMO gap is 10.159 eV.

=====

<Q>
Computed, not measured: one molecule with the formula C2H6N4O, with wB97M-V/def2-TZVPD.

Structure (XYZ):
```
13
Properties=species:S:1:pos:R:3:lowdin_charge:R:1
C -0.09 -1.69 -0.26 -0.0474
N 0.11 -0.35 0.30 -0.0299
C 1.55 0.41 0.03 -0.5396
O 2.60 -0.05 0.37 0.0593
N 1.00 1.41 -0.60 0.0676
N -0.36 0.92 -0.63 -0.1372
N -1.18 1.80 -0.01 0.0258
H 0.56 -2.39 0.25 0.0945
H 0.18 -1.65 -1.32 0.0963
H -1.13 -2.00 -0.16 0.0839
H -0.25 -0.25 1.25 0.1469
H -2.15 1.57 -0.05 0.0879
H -0.82 2.26 0.83 0.0920
```

The SMILES is C[N@H+]1C([O-])=NN1N. For the highest occupied orbital energy, the calculation gives -8.62 eV. The value obtained for the HOMO-LUMO gap is 9.152 eV.

=====

The structure with the most favorable energy is <P>; the runner-up is 144.8 kJ/mol above it.

=====

<P>
Computed, not measured: a 2-piece molecular cluster, C2H2BrN3 overall, with wB97M-V/def2-TZVPD.

Structure (XYZ):
```
8
Properties=species:S:1:pos:R:3:lowdin_charge:R:1
C -1.27 -1.58 -0.07 -0.2846
C 0.72 -0.18 -0.23 -0.6690
N -2.40 -1.78 -0.04 0.1860
N -0.74 1.88 0.27 0.0587
N 0.05 -1.31 -0.10 -0.1015
Br 2.49 -0.36 -0.07 0.8040
H -0.59 1.72 -0.73 -0.1308
H 0.52 -2.23 -0.03 0.1372
```

For the highest occupied orbital energy (alpha / beta), the calculation gives -9.43 / -9.26 eV. The value obtained for the HOMO-LUMO gap (alpha / beta) is 8.602 / 8.444 eV.

=====

<Q>
Computed, not measured: one molecule with the formula C2H2BrN3, with wB97M-V/def2-TZVPD.

Structure (XYZ):
```
8
Properties=species:S:1:pos:R:3:lowdin_charge:R:1
H -0.53 -2.36 -0.08 0.0115
N -0.11 -1.53 0.00 0.1604
C -0.66 -0.39 0.05 -0.7030
Br -2.59 0.23 0.11 0.5809
N 0.16 0.77 -0.27 -0.0248
C 1.44 0.72 0.08 -0.3588
N 2.55 0.76 0.40 0.1567
H -0.25 1.79 -0.28 0.1770
```

The SMILES is [H]/N=C(\Br)NC#N. For the highest occupied orbital energy, the calculation gives -10.45 eV. The value obtained for the HOMO-LUMO gap is 10.359 eV.

=====

The structure with the most favorable energy is <Q>; the runner-up is 568.1 kJ/mol above it.

=====

<P>
Computed, not measured: a 2-piece molecular cluster, C3H8NO overall, with wB97M-V/def2-TZVPD.

Structure (XYZ):
```
13
Properties=species:S:1:pos:R:3:lowdin_charge:R:1
C 2.27 -0.06 0.42 0.1532
N 1.62 -0.46 -0.60 0.1759
H 3.37 0.05 0.48 0.1428
H 1.63 0.52 1.07 0.1060
H 0.68 0.02 -0.76 0.1129
H 2.14 -1.01 -1.29 0.1550
C -2.18 -0.76 -0.09 0.0488
C -1.51 0.20 0.51 -0.1999
O -0.44 0.99 -0.06 -0.0998
H -2.64 -1.53 0.55 0.0872
H -2.12 -0.81 -1.17 0.0734
H -1.60 0.31 1.61 0.1204
H -0.91 1.58 -0.66 0.1241
```

As for the net charge: +1. For the highest occupied orbital energy, the calculation gives -14.14 eV. The value obtained for the HOMO-LUMO gap is 8.791 eV.

=====

<Q>
Computed, not measured: an isolated ion of composition C3H8NO and charge +1, with wB97M-V/def2-TZVPD.

Structure (XYZ):
```
13
Properties=species:S:1:pos:R:3:lowdin_charge:R:1
C 0.23 -0.85 0.51 -0.1715
C -0.91 -0.36 -0.36 -0.0533
C -0.06 0.60 -1.27 -0.2209
N 0.69 0.22 1.34 0.2431
O 0.39 1.53 -0.39 0.0127
H -0.07 0.82 1.68 0.1556
H 1.13 -1.23 0.16 0.1156
H -0.08 -1.72 1.27 0.2180
H -1.57 0.10 0.27 0.1026
H -1.36 -1.06 -0.97 0.1062
H 0.81 0.34 -1.95 0.1598
H -0.79 1.11 -1.94 0.1775
H 1.58 0.51 1.66 0.1545
```

As for the net charge: +1. For the highest occupied orbital energy (alpha / beta), the calculation gives -15.87 / -15.42 eV. The value obtained for the HOMO-LUMO gap (alpha / beta) is 8.241 / 8.730 eV.

=====

<R>
Computed, not measured: a 2-piece molecular cluster, C3H8NO overall, with wB97M-V/def2-TZVPD.

Structure (XYZ):
```
13
Properties=species:S:1:pos:R:3:lowdin_charge:R:1
C -2.42 0.58 1.44 0.1582
N -1.42 -0.21 1.44 0.1891
H -3.18 0.56 0.66 0.1344
H -2.73 0.91 2.43 0.1203
H -0.91 -0.65 2.20 0.1675
H -1.02 -0.45 0.50 0.1010
O 0.55 -0.71 -0.23 -0.0063
C 0.91 -0.04 -1.19 -0.2530
C 2.32 0.34 -1.48 -0.0235
H 0.16 0.15 -1.97 0.1273
H 2.85 -0.34 -2.13 0.1036
H 2.82 0.60 -0.55 0.0926
H 2.20 1.28 -2.03 0.0888
```

As for the net charge: +1. For the highest occupied orbital energy, the calculation gives -14.42 eV. The value obtained for the HOMO-LUMO gap is 8.843 eV.

=====

<S>
Computed, not measured: a 2-piece molecular cluster, C3H8NO overall, with wB97M-V/def2-TZVPD.

Structure (XYZ):
```
13
Properties=species:S:1:pos:R:3:lowdin_charge:R:1
C 0.58 -1.72 -1.38 0.1779
N 1.33 -1.46 -0.35 0.1950
H -0.55 -1.43 -1.38 0.1566
H 1.05 -2.05 -2.32 0.1306
H 2.37 -1.57 -0.34 0.1826
H 0.98 -1.04 0.48 0.0973
C -1.68 1.05 0.53 0.0293
C -0.63 1.89 0.70 -0.2268
O 0.63 1.32 0.88 -0.1213
H -2.70 1.28 0.25 0.0553
H -1.45 -0.06 0.37 0.0529
H -0.61 2.95 0.74 0.1000
H 0.67 0.84 1.82 0.1703
```

As for the net charge: +1. For the highest occupied orbital energy, the calculation gives -13.27 eV. The value obtained for the HOMO-LUMO gap is 7.405 eV.

=====

The structure with the most favorable energy is <R>; the runner-up is 68.3 kJ/mol above it.